The following is a quantum chemistry calculation of a molecular structure, C4H8N3 at a distorted geometry, from the Open Molecules 2025 dataset.

Results
LUMO, eV: -3.754
Frontier orbital gap, Eh: 0.384
E, a.u.: -321.0668
Relative energy (zero: lowest compared OMol25 entry of this formula, charge and spin), kcal/mol: 140.91
Total charge: +1
HOMO level, eV: -14.199

Each line ends with the Mulliken charge.
Element x y z (Å)
C -0.37 -0.21 -0.25  0.33
C 1.46 -0.47 0.63  -0.15
C 0.36 -0.70 -2.00  -0.27
C -0.90 1.03 1.83  -0.72
N 0.73 -0.87 -0.58  -0.15
N -0.13 0.26 0.94  -0.12
N -0.84 -0.02 -1.52  -0.27
H 1.59 -1.35 1.23  0.30
H 2.09 0.38 0.62  0.33
H 0.82 0.19 -2.66  0.24
H 0.30 -1.55 -2.61  0.32
H -1.12 1.97 1.35  0.32
H -1.95 0.48 2.05  0.27
H -0.26 1.02 2.78  0.30
H -1.77 -0.17 -1.81  0.26

***

The following is a quantum chemistry calculation of 3 unconnected molecules or ions with the total composition C3H10O3S at a distorted geometry, from the Open Molecules 2025 dataset.

Results
LUMO, eV: 0.387
Frontier orbital gap, Eh: 0.367
E, a.u.: -744.1355
Relative energy (zero: lowest compared OMol25 entry of this formula, charge and spin), kcal/mol: 41.72
Total charge: 0
HOMO level, eV: -9.591
SMILES: O=CCCS.O.O

Each line ends with the Mulliken charge.
Element x y z (Å)
O -0.21 1.94 -2.72  -0.47
C -0.69 1.13 -1.97  0.02
C 0.11 0.19 -1.06  -0.71
C 0.39 -1.07 -1.80  -0.60
S 1.38 -2.18 -0.53  -0.23
H -1.70 0.66 -1.81  0.29
H 1.12 0.49 -0.70  0.41
H -0.52 0.19 -0.15  0.35
H 1.07 -0.88 -2.55  0.40
H -0.54 -1.46 -2.03  0.42
H 1.61 -3.16 -1.48  0.14
H -2.59 -1.73 7.01  0.29
H -2.52 -2.37 5.72  0.32
O -2.92 -1.61 6.19  -0.61
H 1.60 3.71 0.17  0.32
H 0.20 3.91 -0.07  0.31
O 0.79 3.94 0.71  -0.64

***

The following is a quantum chemistry calculation of a molecular structure, C20H50BrClF3INO14P, from the Open Molecules 2025 dataset.

Results
LUMO, eV: -0.267
Frontier orbital gap, Eh: 0.332
E, a.u.: -5872.9313
Relative energy (zero: lowest compared OMol25 entry of this formula, charge and spin), kcal/mol: 5.70
Total charge: 0
HOMO level, eV: -9.310

Each line ends with the Mulliken charge.
Element x y z (Å)
O 2.01 -5.43 -0.05  -0.51
C 2.53 -4.55 -0.65  0.15
O 3.14 -4.79 -1.88  -0.47
C 2.56 -3.10 -0.22  -0.71
C 1.15 -2.66 0.20  -1.18
C 0.97 -1.21 0.67  0.19
Br 2.74 -0.30 0.95  0.11
C 0.27 -0.23 -0.28  0.17
P 1.09 -0.09 -1.96  0.52
O 0.01 -0.98 -2.81  -0.43
Cl 0.58 1.82 -2.54  -0.28
C 0.06 0.96 0.68  -0.10
O 0.03 2.13 0.46  -0.62
N -0.10 0.40 1.97  0.52
C 0.13 -1.02 1.96  -0.36
I 1.31 -1.59 3.75  0.06
C -1.17 -1.84 2.15  -1.11
C -2.04 -2.09 0.92  -0.39
O -3.10 -2.94 1.31  -0.52
C -4.16 -2.90 0.38  -0.57
C -4.85 -4.25 0.29  0.98
F -6.14 -4.06 -0.05  -0.28
F -4.83 -4.93 1.42  -0.26
F -4.32 -5.03 -0.66  -0.28
H 4.11 -4.79 -1.76  0.34
H 2.94 -2.49 -1.03  0.46
H 3.23 -3.05 0.64  0.46
H 0.50 -2.80 -0.67  0.45
H 0.79 -3.35 0.97  0.47
H -0.77 -0.52 -0.47  0.04
H -0.87 -1.00 -2.43  0.39
H -0.92 0.73 2.47  0.33
H -0.97 -2.79 2.64  0.48
H -1.79 -1.27 2.84  0.38
H -2.46 -1.14 0.57  0.54
H -1.49 -2.56 0.10  0.35
H -4.90 -2.16 0.67  0.28
H -3.79 -2.68 -0.63  0.38
C 1.94 5.39 -0.52  -0.57
O 1.99 4.54 0.63  -0.49
H 2.76 6.10 -0.44  0.25
H 2.06 4.82 -1.45  0.23
H 1.00 5.94 -0.55  0.28
H 1.27 3.91 0.56  0.36
C -1.25 3.57 3.05  -0.74
O -2.31 2.63 3.25  -0.53
H -0.31 3.03 3.14  0.31
H -1.31 4.02 2.06  0.39
H -1.28 4.36 3.81  0.33
H -3.15 3.10 3.18  0.26
C -2.53 1.21 6.40  -0.54
O -1.40 1.97 6.01  -0.55
H -2.61 1.28 7.49  0.28
H -3.44 1.61 5.94  0.21
H -2.42 0.16 6.13  0.26
H -1.33 1.90 5.05  0.28
C -4.92 4.27 7.40  -0.56
O -4.12 4.52 6.25  -0.47
H -5.95 4.49 7.15  0.24
H -4.85 3.22 7.70  0.25
H -4.61 4.90 8.24  0.26
H -3.21 4.31 6.48  0.29
C 2.64 -3.37 -5.43  -0.29
O 2.04 -3.12 -4.17  -0.32
H 2.39 -2.54 -6.09  0.22
H 3.73 -3.41 -5.34  -0.09
H 2.29 -4.30 -5.87  0.31
H 2.30 -3.83 -3.57  0.27
C -5.18 -1.03 -3.60  -0.61
O -5.07 -1.70 -2.34  -0.40
H -4.29 -0.42 -3.72  0.19
H -5.23 -1.75 -4.42  0.29
H -6.06 -0.38 -3.63  0.26
H -5.85 -2.24 -2.22  0.25
C 6.01 -3.19 -4.40  -0.81
O 5.55 -4.29 -3.62  -0.58
H 7.01 -2.93 -4.06  0.38
H 6.05 -3.46 -5.46  0.32
H 5.36 -2.32 -4.28  0.33
H 4.67 -4.51 -3.95  0.30
C 1.75 8.48 2.23  -0.58
O 1.00 7.55 1.45  -0.44
H 1.65 9.45 1.76  0.23
H 1.37 8.54 3.26  0.26
H 2.81 8.21 2.26  0.27
H 1.10 6.68 1.85  0.27
C 5.20 -0.87 -7.03  -0.51
O 4.26 -1.76 -7.62  -0.47
H 4.68 -0.35 -6.23  0.22
H 6.03 -1.44 -6.60  0.19
H 5.59 -0.14 -7.74  0.31
H 4.69 -2.25 -8.33  0.27

***

The following is a quantum chemistry calculation of 3 unconnected molecules or ions with the total composition C30H42N6O8 at a distorted geometry, from the Open Molecules 2025 dataset.

Results
LUMO, eV: -1.617
Frontier orbital gap, Eh: 0.267
E, a.u.: -2097.7805
Total charge: 0
HOMO level, eV: -8.886
SMILES: CC(=O)N(C(C)=O)[C@@](C#N)(C[C@H]1CO1)[C@](C#N)(CCCC(=O)O)CCC(=O)Nc1ccccc1.CNC(C)=O.CNC(C)=O

Each line ends with the Mulliken charge.
Element x y z (Å)
C -3.92 0.66 -0.68  -0.84
C -2.86 -0.58 -0.30  0.30
O -2.77 -0.85 1.03  -0.56
N -2.17 -1.33 -1.38  0.92
C -3.08 -1.85 -2.46  0.35
C -3.35 -3.50 -2.57  -0.95
O -3.78 -1.12 -3.35  -0.46
C -0.87 -0.76 -1.88  0.28
C -0.63 -1.64 -3.31  -0.27
N -0.45 -2.39 -4.37  -0.71
C -0.82 0.73 -2.43  -0.96
C -0.79 1.97 -1.16  0.71
C 0.69 2.85 -1.04  -0.87
O -0.72 3.44 -1.67  -0.46
C 0.44 -1.28 -0.97  1.74
C 1.75 -0.74 -1.86  -0.38
N 2.85 -0.21 -2.31  -0.69
C 0.56 -2.95 -1.17  -0.68
C 1.35 -3.68 0.10  -0.35
C 1.59 -5.27 -0.38  -0.31
C 3.03 -5.33 -1.21  0.37
O 3.12 -5.82 -2.47  -0.53
O 4.32 -4.86 -0.63  -0.48
C 0.44 -0.81 0.58  -0.73
C 1.90 -0.57 1.28  -0.36
C 1.82 0.31 2.70  0.44
O 0.85 1.18 2.98  -0.61
N 3.01 0.08 3.65  -0.28
C 2.42 0.04 5.04  0.22
C 1.14 -1.00 5.33  -0.06
C 0.41 -1.06 6.81  -0.39
C 0.95 -0.08 8.02  -0.32
C 2.24 0.91 7.74  -0.39
C 3.01 0.99 6.26  -0.40
H -3.71 1.12 -1.75  0.22
H -3.98 1.47 0.17  0.32
H -5.00 0.16 -0.76  0.34
H -3.12 -3.92 -1.48  0.28
H -2.59 -3.96 -3.35  0.26
H -4.47 -3.71 -2.83  0.35
H -1.88 1.00 -2.92  0.32
H -0.02 1.02 -3.22  0.53
H -1.40 1.72 -0.09  0.24
H 1.12 3.65 -1.75  0.38
H 1.18 1.97 -1.68  0.00
H -0.49 -3.47 -1.22  0.07
H 1.26 -3.23 -2.10  0.39
H 2.44 -3.23 0.16  0.17
H 0.75 -3.64 1.10  0.29
H 1.58 -6.00 0.54  0.36
H 0.74 -5.51 -1.17  0.26
H 4.55 -3.97 -1.07  0.36
H -0.10 -1.64 1.25  0.28
H -0.19 0.17 0.82  0.17
H 2.43 -1.59 1.60  0.15
H 2.67 0.04 0.62  0.29
H 3.53 -0.79 3.40  0.37
H 0.75 -1.69 4.46  0.18
H -0.51 -1.79 6.91  0.27
H 0.37 -0.14 9.05  0.29
H 2.64 1.60 8.60  0.29
H 3.90 1.74 6.12  0.33
C 3.50 6.48 4.49  -1.33
C 3.33 5.11 3.90  0.90
O 4.18 4.60 3.17  -0.67
N 2.19 4.42 4.19  -0.02
C 1.08 4.83 5.02  -0.91
H 4.45 6.90 4.16  0.29
H 2.70 7.14 4.14  0.36
H 3.50 6.42 5.58  0.35
H 2.15 3.50 3.76  0.07
H 0.97 4.11 5.83  0.27
H 0.17 4.82 4.40  0.28
H 1.22 5.83 5.43  0.38
C -4.94 1.02 -7.52  -1.13
C -3.62 0.83 -8.20  0.72
O -3.34 1.38 -9.27  -0.66
N -2.70 0.01 -7.61  -0.11
C -2.82 -0.72 -6.37  -0.65
H -5.56 1.70 -8.12  0.28
H -5.46 0.07 -7.43  0.33
H -4.79 1.47 -6.54  0.31
H -1.83 -0.06 -8.13  0.22
H -2.03 -0.39 -5.70  0.21
H -2.69 -1.78 -6.59  0.22
H -3.79 -0.56 -5.89  0.25

***

The following is a quantum chemistry calculation of a molecular structure, C35H36BrN7O6PS2W, from the Open Molecules 2025 dataset.

Results
LUMO (alpha / beta), eV: -3.521 / -4.113
Frontier orbital gap (alpha / beta), Eh: 0.235 / 0.226
Spin multiplicity: 3
E, a.u.: -5968.7910
Relative energy (zero: lowest compared OMol25 entry of this formula, charge and spin), kcal/mol: 35.00
Total charge: +1
HOMO level (alpha / beta), eV: -9.910 / -10.258

Each line ends with the Mulliken charge.
Element x y z (Å)
W 0.49 0.73 1.21  -0.26
C 2.94 -3.29 4.33  -0.94
C 3.09 -1.90 4.93  -0.40
N 3.34 -0.90 3.90  -0.10
C 2.41 -0.08 3.40  0.31
S 2.89 0.91 2.00  -0.55
N 1.22 -0.02 3.97  -1.08
N 0.50 0.95 3.26  1.53
C 0.10 2.03 3.84  0.49
C -0.10 2.18 5.31  -2.06
C -0.01 3.16 2.90  1.02
C -0.43 4.43 3.27  -0.70
C -0.33 5.46 2.34  -0.60
C 0.20 5.20 1.09  -1.00
C 0.61 3.91 0.79  -0.13
N 0.51 2.91 1.67  0.19
H 2.67 -4.00 5.11  0.35
H 3.88 -3.62 3.89  0.33
H 2.17 -3.30 3.56  0.16
H 3.91 -1.85 5.65  0.40
H 2.18 -1.60 5.45  0.24
H 4.20 -0.95 3.38  0.25
H 0.15 1.25 5.82  0.37
H -1.14 2.43 5.51  0.40
H 0.52 2.98 5.72  0.42
H -0.82 4.60 4.26  0.52
H -0.65 6.46 2.61  0.46
H 0.30 5.98 0.35  0.50
H 1.03 3.66 -0.17  0.54
Br -2.73 -3.72 -3.58  -0.08
C -2.53 -1.94 -4.19  -0.19
C -3.38 -0.96 -3.71  -0.45
C -3.20 0.36 -4.11  -0.16
C -2.19 0.66 -5.01  -0.14
C -1.40 -0.34 -5.55  -0.36
C -1.55 -1.65 -5.12  -0.49
N -1.99 2.00 -5.51  -0.44
N -1.83 2.93 -4.72  -0.56
C -1.68 2.61 -3.32  0.03
C -2.51 3.19 -2.41  -0.77
C -2.43 2.88 -1.04  -0.48
C -1.47 2.01 -0.58  -0.03
O -1.34 1.59 0.68  0.11
C -0.47 1.60 -1.50  -0.78
N 0.62 0.97 -0.94  1.21
C 1.63 0.62 -1.72  -0.84
C 1.60 0.81 -3.12  -1.38
C 0.51 1.41 -3.69  -0.49
C -0.57 1.85 -2.87  1.35
H -4.19 -1.22 -3.04  0.68
H -3.86 1.12 -3.74  0.57
H -0.66 -0.08 -6.30  0.43
H -0.91 -2.43 -5.52  0.67
H -3.29 3.86 -2.76  0.52
H -3.15 3.30 -0.34  0.56
H 2.49 0.19 -1.24  0.72
H 2.44 0.49 -3.71  0.52
H 0.48 1.58 -4.75  0.81
O 4.49 -3.68 -4.68  -0.49
C 3.18 -3.48 -4.46  0.56
O 2.38 -3.66 -5.34  -0.54
C 2.77 -3.01 -3.09  0.81
C 3.61 -3.01 -1.98  -0.95
C 3.16 -2.55 -0.75  -0.96
C 1.84 -2.11 -0.61  -0.33
S 1.24 -1.63 0.97  0.41
C 0.99 -2.14 -1.72  -0.02
C 1.45 -2.58 -2.94  -0.89
H 5.01 -3.44 -3.90  0.28
H 4.63 -3.37 -2.04  0.28
H 3.81 -2.54 0.10  0.53
H -0.04 -1.82 -1.61  0.53
H 0.80 -2.62 -3.81  0.48
C -3.40 0.93 2.56  -0.33
O -2.81 -0.35 2.33  -0.29
P -1.50 -0.83 1.55  0.52
O -1.93 -1.11 0.05  0.03
C -2.88 -2.14 -0.29  -0.34
O -1.43 -2.30 2.13  -0.33
C -0.99 -2.58 3.46  -0.43
H -4.40 0.73 2.92  0.39
H -3.42 1.53 1.66  0.05
H -2.83 1.45 3.34  0.08
H -3.17 -1.96 -1.32  -0.45
H -3.76 -2.07 0.36  0.39
H -2.42 -3.11 -0.18  0.27
H -0.10 -1.99 3.70  0.07
H -0.76 -3.64 3.50  0.22
H -1.79 -2.35 4.16  0.28

***

The following is a quantum chemistry calculation of a molecular structure, C23H21BaClNO8S at a distorted geometry, from the Open Molecules 2025 dataset.

Results
LUMO, eV: 1.701
Frontier orbital gap, Eh: 0.252
E, a.u.: -2429.7167
Relative energy (zero: lowest compared OMol25 entry of this formula, charge and spin), kcal/mol: 19.24
Total charge: -1
HOMO level, eV: -5.145

Each line ends with the Mulliken charge.
Element x y z (Å)
Ba -1.12 0.47 -1.54  1.66
C 0.67 1.18 2.65  -1.58
C -0.25 0.02 2.41  0.71
C -1.44 -0.11 3.13  -0.42
C -2.33 -1.14 2.86  -0.44
C -2.05 -2.07 1.86  -0.73
C -0.86 -1.97 1.15  0.00
C 0.03 -0.93 1.44  -0.75
H 0.60 1.54 3.68  0.39
H 0.39 2.01 1.99  0.27
H 1.71 0.91 2.45  0.40
H -1.69 0.62 3.89  0.39
H -3.26 -1.21 3.41  0.37
H -2.75 -2.87 1.64  0.40
H -0.61 -2.69 0.39  0.49
H 0.96 -0.87 0.89  0.56
C 6.47 -1.63 -0.76  -1.42
C 5.11 -2.04 -1.26  1.00
C 4.74 -1.80 -2.58  -0.86
C 3.49 -2.17 -3.05  -0.58
C 2.60 -2.78 -2.18  0.07
C 2.94 -3.03 -0.86  -0.19
C 4.20 -2.66 -0.41  -0.73
S 0.99 -3.20 -2.75  1.11
O 1.08 -3.79 -4.06  -0.70
O 0.29 -3.89 -1.70  -0.67
N 0.38 -1.65 -2.83  0.00
C 0.27 -1.07 -3.96  -0.71
C 0.62 0.51 -4.19  0.98
O 0.76 0.72 -5.38  -0.67
O 0.89 1.16 -3.16  -0.79
H 7.02 -1.07 -1.51  0.34
H 7.06 -2.50 -0.48  0.32
H 6.38 -1.00 0.13  0.34
H 5.44 -1.31 -3.25  0.30
H 3.21 -1.97 -4.07  0.46
H 2.23 -3.50 -0.20  0.54
H 4.48 -2.85 0.62  0.40
H -2.05 -0.48 -4.01  0.35
H 0.34 -1.68 -4.86  0.46
Cl -5.52 5.70 4.47  -0.25
C -4.62 4.67 3.38  0.50
C -5.07 3.38 3.15  -0.74
C -4.35 2.58 2.28  -0.14
C -3.19 3.05 1.66  -0.05
C -2.77 4.34 1.92  -0.10
C -3.48 5.17 2.77  -0.68
C -2.41 2.14 0.73  0.78
O -2.90 1.01 0.49  -0.88
O -1.31 2.57 0.30  -0.98
H -5.96 3.03 3.63  0.40
H -4.67 1.57 2.06  0.41
H -1.87 4.69 1.43  0.43
H -3.16 6.18 2.97  0.40
O -2.85 -0.36 -3.48  -0.46
O -2.86 1.10 -3.27  -0.71